C29H34BrN4OPd | the ωB97M-V functional and the def2-TZVPD basis

charge	+1
multiplicity	3
molecular weight	640.94	g/mol
<S²>	2.040
HOMO (spin up / spin down)	-0.38192 / -0.38210	hartree
orbital gap (spin up / spin down)	7.788 / 5.850	eV

Last column: Mulliken charge in e.
Cartesian coordinates (Å):
C 2.667 -1.801 2.344  -0.126
N -2.961 3.017 0.707  0.064
Br -0.610 -2.453 -0.148  -0.099
C -2.675 -0.148 -4.145  0.115
C 0.509 -2.826 -4.374  -0.860
C -1.524 -1.979 -5.321  1.234
H -1.563 3.524 -0.744  0.359
Pd -1.343 -0.103 -1.352  0.181
C 1.726 -2.403 1.506  -0.767
H -4.540 3.927 1.751  0.349
H 1.358 -3.490 -4.387  0.409
H -3.754 2.568 2.574  0.355
H 4.329 -3.542 1.078  0.444
H -1.890 4.787 0.467  0.392
C 0.374 -1.887 -3.347  -0.175
C 5.069 -1.670 3.034  -1.744
C -2.890 1.771 0.371  0.917
C 0.792 -1.620 0.879  -0.267
H 4.246 -3.573 4.819  0.441
H 1.350 0.941 4.760  0.389
H 1.711 -3.470 1.349  0.422
C -4.578 1.807 -4.068  -0.926
N -2.755 0.645 -3.058  -0.060
H 5.261 -1.179 2.083  0.387
H 3.252 2.101 3.396  0.339
C 0.621 1.400 4.100  -1.816
H 0.263 2.313 4.568  0.480
C 3.428 -3.014 4.368  -1.543
H 3.417 -4.567 2.194  0.372
H -5.285 2.620 -4.000  0.425
C -2.514 -1.899 -6.343  -0.952
C -2.340 4.007 -0.147  -1.069
H -5.249 1.111 -5.978  0.437
H -3.699 2.215 -2.144  0.139
H 4.969 -0.904 3.798  0.380
H -0.220 0.718 3.999  0.403
C 2.457 -0.458 2.670  -0.614
C 4.184 -3.804 2.122  -1.936
H 3.210 -2.154 4.997  0.346
H -0.086 3.412 2.505  0.660
C -3.588 -0.045 -5.220  1.209
N -0.653 -1.067 -3.261  -0.472
N -2.833 0.650 0.062  -0.688
H -2.453 -2.592 -7.166  0.405
H 1.134 -1.808 -2.580  0.551
C 1.204 1.705 2.707  2.386
C 0.146 2.506 1.949  -2.340
H -3.066 4.482 -0.812  0.333
H 5.937 -2.272 3.291  0.458
H 3.076 -0.031 3.439  0.354
H -2.929 4.131 2.471  0.356
C -3.673 1.588 -3.025  0.131
H -0.761 1.918 1.843  0.275
C 1.504 0.347 2.087  0.240
C 3.823 -2.568 2.950  2.015
C -1.596 -1.092 -4.224  0.134
H -4.198 -0.873 -7.118  0.397
H 2.856 2.772 1.817  0.423
C 2.466 2.569 2.810  -1.834
C -3.486 -0.956 -6.309  -1.022
O 0.195 0.535 0.101  -0.665
C -0.448 -2.882 -5.358  -0.607
H 2.214 3.514 3.278  0.458
H 0.500 2.792 0.963  0.403
H 5.109 -4.234 2.499  0.452
H 2.548 -3.653 4.340  0.352
C 0.769 -0.187 0.965  0.974
C -4.553 0.976 -5.162  -0.621
H -0.373 -3.601 -6.159  0.440
C -3.584 3.436 1.942  -0.986